{"formula": "C5H7N3O2", "method": "the ωB97M-V functional and the def2-TZVPD basis", "elements": ["N", "C", "C", "C", "O", "C", "C", "N", "N", "H", "H", "H", "H", "H", "O", "H", "H"], "xyz": [[-0.27, 4.28, -3.22], [-0.96, 3.47, -2.76], [-1.76, 2.45, -2.15], [-1.35, 1.24, -1.67], [-2.37, 0.75, -0.95], [-3.39, 1.63, -1.05], [-4.61, 1.46, -0.20], [-4.97, 0.07, 0.03], [-3.10, 2.63, -1.83], [-0.43, 0.68, -1.72], [-5.40, 2.06, -0.68], [-4.41, 1.92, 0.78], [-5.76, 0.03, 0.66], [-5.27, -0.37, -0.84], [-3.20, -1.49, 1.70], [-3.80, -0.95, 1.13], [-3.70, -2.28, 1.97]], "nbo_charge": [-0.282, 0.264, -0.070, 0.129, -0.383, 0.482, -0.276, -0.834, -0.418, 0.231, 0.213, 0.227, 0.375, 0.371, -0.980, 0.490, 0.461], "charge": 0, "de_lowest_kcal_mol": 29.5, "smiles": "N#Cc1coc(CN)n1.O", "lumo_ev": 0.353, "max_force_ev_per_a": 1.29, "orbital_gap_ev": 10.22, "e_homo_ha": -0.3627}

{"formula": "C5H5NO", "method": "the ωB97M-V functional and the def2-TZVPD basis", "elements": ["C", "C", "C", "C", "C", "H", "H", "H", "H", "H", "N", "O"], "xyz": [[-1.39, 0.66, -0.47], [-0.14, 0.15, -0.25], [0.51, 0.01, 1.04], [1.62, -0.59, 0.68], [1.66, -0.67, -0.69], [-3.27, 0.84, 0.76], [-1.74, 1.05, -1.54], [0.11, -0.03, 2.12], [2.32, -0.94, 1.43], [2.64, -0.89, -1.17], [0.59, -0.27, -1.40], [-2.23, 0.56, 0.79]], "nbo_charge": [0.260, -0.041, -0.200, -0.299, 0.023, 0.502, 0.229, 0.248, 0.221, 0.186, -0.398, -0.731], "charge": 0, "de_lowest_kcal_mol": 81.3, "lumo_ev": -0.333, "max_force_ev_per_a": 5.86, "orbital_gap_ev": 8.52, "e_homo_ha": -0.3252}

{"formula": "C10H11O3S", "method": "the ωB97M-V functional and the def2-TZVPD basis", "elements": ["C", "C", "C", "C", "S", "O", "O", "O", "C", "C", "C", "C", "C", "C", "H", "H", "H", "H", "H", "H", "H", "H", "H", "H", "H"], "xyz": [[-0.54, -2.02, -0.39], [-1.14, -0.86, -0.70], [-2.11, -0.09, 0.01], [-2.57, -0.58, 1.35], [-1.66, 1.51, -0.12], [-1.45, 1.97, -1.48], [-2.38, 2.42, 0.73], [-0.13, 1.38, 0.61], [1.00, 0.87, 0.08], [1.45, 1.24, -1.20], [2.80, 1.44, -1.41], [3.72, 1.28, -0.39], [3.29, 0.79, 0.84], [1.96, 0.55, 1.06], [0.19, -2.47, -1.05], [-0.73, -2.56, 0.53], [-0.85, -0.40, -1.64], [-1.73, -0.81, 2.04], [-3.14, -1.50, 1.22], [-3.20, 0.18, 1.81], [0.72, 1.51, -1.94], [3.12, 1.83, -2.37], [4.75, 1.59, -0.52], [3.99, 0.70, 1.66], [1.59, 0.31, 2.05]], "nbo_charge": [-0.567, -0.182, -0.665, -0.620, 2.371, -0.976, -0.955, -0.728, 0.346, -0.251, -0.218, -0.281, -0.212, -0.259, 0.183, 0.174, 0.203, 0.173, 0.198, 0.222, 0.239, 0.198, 0.195, 0.197, 0.213], "charge": -1, "de_lowest_kcal_mol": 20.9, "smiles": "C=CC(C)=[S@@](=O)([O-])Oc1ccccc1", "lumo_ev": 3.464, "max_force_ev_per_a": 2.52, "orbital_gap_ev": 6.47, "e_homo_ha": -0.1104}

{"formula": "C12H16N2O5", "method": "the ωB97M-V functional and the def2-TZVPD basis", "elements": ["N", "C", "C", "O", "C", "O", "N", "C", "C", "C", "C", "C", "C", "O", "C", "C", "C", "O", "O", "H", "H", "H", "H", "H", "H", "H", "H", "H", "H", "H", "H", "H", "H", "H", "H"], "xyz": [[-0.50, -0.97, -3.03], [-1.00, 0.26, -2.45], [-2.45, 0.46, -2.98], [-3.14, 1.58, -2.54], [-1.15, 0.15, -0.97], [-1.71, 1.22, -0.49], [-0.80, -0.83, -0.29], [-0.98, -1.00, 1.07], [-0.34, 0.24, 1.79], [1.10, 0.38, 1.50], [1.93, -0.75, 1.26], [3.32, -0.73, 1.24], [3.94, 0.40, 1.47], [5.34, 0.42, 1.45], [3.22, 1.64, 1.76], [1.78, 1.67, 1.64], [-2.50, -1.10, 1.44], [-3.04, -1.56, 2.40], [-3.16, -0.65, 0.43], [0.51, -0.98, -3.20], [-1.08, -1.07, -3.94], [-0.49, 1.17, -2.70], [-2.93, -0.46, -2.60], [-2.45, 0.20, -4.04], [-2.85, 1.75, -1.62], [-0.35, -1.59, -0.72], [-0.65, -1.95, 1.34], [-0.93, 1.11, 1.39], [-0.55, 0.09, 2.87], [1.46, -1.80, 1.04], [3.92, -1.66, 1.13], [5.68, -0.38, 2.01], [3.68, 2.53, 2.12], [1.28, 2.67, 1.67], [-4.12, -0.44, 0.52]], "nbo_charge": [-0.866, -0.166, -0.035, -0.733, 0.702, -0.736, -0.565, -0.133, -0.448, -0.047, -0.200, -0.280, 0.281, -0.692, -0.242, -0.181, 0.799, -0.586, -0.689, 0.380, 0.372, 0.213, 0.141, 0.170, 0.511, 0.426, 0.224, 0.281, 0.234, 0.196, 0.218, 0.479, 0.226, 0.230, 0.517], "charge": 0, "de_lowest_kcal_mol": 101.2, "smiles": "N[C@@H](CO)C(=O)N[C@@H](Cc1ccc(O)cc1)C(=O)O", "lumo_ev": 0.470, "max_force_ev_per_a": 8.15, "orbital_gap_ev": 9.25, "e_homo_ha": -0.3226}

{"formula": "C2H4IN", "method": "the ωB97M-V functional and the def2-TZVPD basis", "elements": ["C", "C", "N", "I", "H", "H", "H", "H"], "xyz": [[-0.08, -0.01, 0.48], [0.00, -0.01, -0.93], [0.75, -0.68, 1.13], [-1.78, -1.71, -2.05], [-0.91, 0.60, 1.05], [0.76, -0.44, -1.44], [-0.45, 0.87, -1.33], [0.88, -0.66, 2.11]], "nbo_charge": [0.029, -0.247, -0.564, -0.173, 0.166, 0.215, 0.212, 0.362], "charge": 0, "de_lowest_kcal_mol": 35.9, "lumo_ev": -1.835, "max_force_ev_per_a": 4.23, "orbital_gap_ev": 7.53, "e_homo_ha": -0.3443}

{"formula": "C3H8ClNO", "method": "the ωB97M-V functional and the def2-TZVPD basis", "elements": ["C", "C", "C", "N", "O", "Cl", "H", "H", "H", "H", "H", "H", "H", "H"], "xyz": [[-0.96, -0.68, 1.35], [2.34, 0.43, 0.49], [0.37, -0.61, 0.74], [-1.26, 0.37, -1.70], [1.21, 0.27, 1.08], [-0.77, 2.04, -1.92], [-1.54, 0.20, 0.88], [-1.59, -1.59, 1.12], [-0.93, -0.69, 2.39], [-2.32, 0.11, -1.96], [2.48, -0.15, -0.38], [2.88, 1.48, 0.67], [0.76, -1.09, -0.22], [-0.67, -0.07, -2.53]], "nbo_charge": [-0.682, -0.210, 0.131, -0.830, -0.357, 0.078, 0.222, 0.227, 0.224, 0.382, 0.136, 0.173, 0.133, 0.374], "charge": 0, "de_lowest_kcal_mol": 150.3, "lumo_ev": [0.331, 0.332], "max_force_ev_per_a": 4.71, "orbital_gap_ev": [6.93, 7.32], "e_homo_ha": [-0.2426, -0.2568]}

{"formula": "C8H9IO4S", "method": "the ωB97M-V functional and the def2-TZVPD basis", "elements": ["C", "C", "C", "C", "I", "C", "O", "S", "O", "O", "C", "C", "C", "O", "H", "H", "H", "H", "H", "H", "H", "H", "H"], "xyz": [[-3.52, 0.50, 1.26], [-2.23, 0.51, 0.64], [-0.72, 0.69, -0.06], [-0.78, 0.43, -1.68], [-1.28, -1.62, -2.27], [0.58, 0.89, -2.49], [1.33, 1.97, -1.81], [2.31, 1.29, -0.55], [2.22, 2.33, 0.61], [1.69, -0.24, -0.11], [0.47, -0.10, 0.74], [0.09, -1.61, 1.24], [1.38, -2.10, 2.19], [2.27, -2.92, 1.59], [-4.52, 0.96, 1.71], [-0.48, 1.86, 0.07], [-1.65, 1.12, -2.10], [0.21, 1.33, -3.53], [1.30, -0.03, -2.75], [0.69, 0.54, 1.72], [-0.90, -1.65, 1.89], [0.00, -2.42, 0.40], [1.54, -1.74, 3.30]], "nbo_charge": [-0.283, -0.047, -0.332, -0.362, 0.133, -0.141, -0.685, 1.657, -0.873, -0.682, 0.066, -0.526, 0.383, -0.527, 0.297, 0.293, 0.257, 0.229, 0.218, 0.238, 0.256, 0.265, 0.166], "charge": 0, "de_lowest_kcal_mol": 182.6, "lumo_ev": -0.042, "max_force_ev_per_a": 10.15, "orbital_gap_ev": 9.81, "e_homo_ha": -0.3621}

{"formula": "C6H9N", "method": "the ωB97M-V functional and the def2-TZVPD basis", "elements": ["C", "C", "C", "C", "C", "C", "N", "H", "H", "H", "H", "H", "H", "H", "H", "H"], "xyz": [[-1.83, 1.12, -0.32], [0.59, 0.55, 0.41], [0.83, -0.48, -0.66], [2.13, -0.91, -0.16], [3.20, -1.16, 0.33], [-0.41, -0.03, 1.39], [-1.69, 0.02, 0.65], [-1.11, 1.01, -1.13], [-1.72, 2.13, 0.10], [-2.82, 1.03, -0.77], [0.96, -0.02, -1.65], [0.11, -1.31, -0.73], [4.17, -1.39, 0.71], [-0.19, -1.08, 1.64], [-0.43, 0.54, 2.33], [-2.44, 0.10, 1.33]], "nbo_charge": [-0.426, 0.240, -0.657, 0.013, -0.204, -0.398, -0.617, 0.199, 0.182, 0.206, 0.251, 0.227, 0.243, 0.196, 0.180, 0.365], "charge": 0, "de_lowest_kcal_mol": 149.7, "lumo_ev": -0.169, "max_force_ev_per_a": 0.63, "orbital_gap_ev": 8.22, "e_homo_ha": -0.3085}

The records above yield E values of -13862.90852 -8799.89478 -27525.12958 -25919.42371 -11727.45371 -19294.84117 -35558.09451 -7851.66795 eV, respectively.